(1)
Formula: C33H29BrFN9O6Ru
Source: the OMol25 dataset
Level of theory: ωB97M-V with the def2-TZVPD basis set

Geometry as XYZ:
```
80
Properties=species:S:1:pos:R:3
Ru -0.7299 1.0429 1.8286
O 2.0627 4.2626 2.7105
C 2.0782 4.3205 1.3507
C 3.2670 4.6911 0.7353
C 3.3461 4.7490 -0.6461
C 2.2458 4.4204 -1.4266
C 1.0565 4.0661 -0.8095
C 0.9505 4.0270 0.5762
C -0.3544 3.7465 1.2884
O -0.1828 2.8213 2.3286
N -1.4063 3.2592 0.3357
N -2.0523 2.1757 0.8470
C -3.3240 2.0220 0.8098
C -3.8883 0.8999 1.5523
Br -2.8713 0.5962 3.1855
C -4.9294 0.1207 1.2960
C -5.7788 0.2430 0.0965
C -6.0643 -0.9028 -0.6439
C -6.8412 -0.8170 -1.7873
C -7.3565 0.4082 -2.1878
C -7.0994 1.5475 -1.4389
C -6.3124 1.4671 -0.3005
H 1.2993 3.7338 2.9930
H 4.1169 4.9335 1.3605
H 4.2758 5.0414 -1.1159
H 2.3125 4.4449 -2.5062
H 0.1978 3.8048 -1.4141
H -0.7325 4.6737 1.7382
H -2.0438 3.9876 0.0312
H -3.9562 2.7452 0.3082
H -5.1602 -0.6793 1.9916
H -5.6699 -1.8607 -0.3261
H -7.0532 -1.7084 -2.3624
H -7.9709 0.4721 -3.0758
H -7.5231 2.4982 -1.7341
H -6.1515 2.3502 0.3063
F 4.9562 2.6189 -2.4090
C 4.1779 1.6079 -2.0320
C 4.0108 1.3023 -0.7471
N 3.2308 0.2253 -0.3588
C 2.9595 -0.0519 1.0310
C 1.5879 0.4156 1.4270
O 0.8507 1.0161 0.5739
O 1.0992 0.1772 2.5616
C 2.5416 -0.5501 -1.2704
O 1.8136 -1.4614 -0.9268
N 2.7431 -0.2004 -2.5834
C 3.5051 0.8580 -3.0912
O 3.5658 1.0876 -4.2707
H 4.4773 1.8776 0.0401
H 3.7134 0.3880 1.6803
H 2.9628 -1.1330 1.1833
H 2.2520 -0.7622 -3.2656
C -0.3752 -2.4175 2.7580
C -0.7638 -2.0311 1.3762
N -1.1164 -0.8158 0.9754
C -1.4456 -0.9046 -0.3674
C -1.3104 -2.1848 -0.7672
N -0.8924 -2.8902 0.3454
C -0.5133 -4.3025 0.3092
N 0.6479 -4.5332 -0.4917
N 0.4805 -4.6348 -1.8444
N 1.6121 -4.5858 -2.4170
C 2.5877 -4.4114 -1.4508
C 3.9718 -4.2968 -1.5795
C 4.6963 -4.1176 -0.4227
C 4.0652 -4.0742 0.8373
C 2.6986 -4.1941 0.9758
C 1.9715 -4.3497 -0.2057
H -0.2493 -1.5253 3.3629
H 0.5719 -2.9558 2.7722
H -1.1385 -3.0518 3.2124
H -1.7219 -0.0361 -0.9393
H -1.4352 -2.6611 -1.7237
H -1.3302 -4.8685 -0.1316
H -0.3426 -4.6496 1.3247
H 4.4430 -4.3500 -2.5516
H 5.7734 -4.0302 -0.4705
H 4.6764 -3.9600 1.7236
H 2.2340 -4.1870 1.9531
```

Calculated values
Molecular weight = 847.624 u
Spin multiplicity = 2
Total charge = +1
Electronic energy = -135724.194 eV

***

(2)
Formula: C33H29BrI2N3O2PYb
Source: the OMol25 dataset
Level of theory: ωB97M-V with the def2-TZVPD basis set

Geometry as XYZ:
```
72
Properties=species:S:1:pos:R:3
Yb 0.0475 0.9008 1.5321
I -1.5794 2.0200 4.0087
C -1.0245 3.9206 3.2543
I 0.8234 3.8779 2.2123
H -0.8877 4.5796 4.1015
H -1.7869 4.2548 2.5661
N 2.2837 0.1459 0.6148
C 2.4074 -1.2876 0.2736
C 3.4557 -1.6731 -0.5489
C 3.6329 -3.0113 -0.8608
C 2.7684 -3.9695 -0.3405
C 1.7261 -3.5773 0.4793
C 1.5261 -2.2287 0.7915
P 0.1915 -1.7552 1.9253
C -1.3028 -2.6200 1.3817
C -1.5341 -2.8833 0.0323
C -2.7450 -3.4362 -0.3709
C -3.7181 -3.7472 0.5706
C -3.4876 -3.4975 1.9196
C -2.2883 -2.9270 2.3252
C 0.6509 -2.3498 3.5631
C 0.4220 -3.6564 3.9884
C 0.8875 -4.0643 5.2317
C 1.5793 -3.1769 6.0475
C 1.8089 -1.8715 5.6308
C 1.3405 -1.4621 4.3920
H 2.5445 0.6658 -0.2191
H 3.0290 0.3625 1.2774
H 4.1511 -0.9323 -0.9332
H 4.4544 -3.3083 -1.4998
H 2.9138 -5.0179 -0.5698
H 1.0560 -4.3254 0.8863
H -0.7715 -2.6721 -0.7086
H -2.9173 -3.6498 -1.4189
H -4.6500 -4.2017 0.2554
H -4.2397 -3.7554 2.6549
H -2.1126 -2.7488 3.3806
H -0.1130 -4.3582 3.3592
H 0.7131 -5.0803 5.5633
H 1.9408 -3.5034 7.0145
H 2.3464 -1.1829 6.2702
H 1.5291 -0.4409 4.0710
C -3.2164 0.0490 1.0713
O -2.0406 0.6388 0.4435
C -2.1586 0.9155 -0.9172
C -3.2655 0.5608 -1.6624
C -3.3359 0.9620 -2.9928
Br -4.8399 0.4981 -3.9959
C -2.3278 1.7077 -3.5621
C -1.1882 2.0292 -2.8166
C -1.1171 1.6118 -1.4922
O -0.0479 1.9554 -0.6471
C -0.1799 2.8922 -3.4374
N -0.4914 3.8466 -4.2760
C 0.6979 4.4325 -4.6239
C 0.9255 5.4968 -5.5202
C 2.2247 5.8569 -5.7375
C 3.2957 5.1857 -5.0856
C 3.0902 4.1448 -4.1842
C 1.7761 3.7981 -3.9626
N 1.1811 2.8289 -3.1428
H -4.0528 0.7356 0.9669
H -2.9648 -0.0892 2.1149
H -3.4205 -0.9194 0.6224
H -4.0859 0.0006 -1.2396
H -2.3947 2.0536 -4.5847
H 0.4299 2.6974 -1.0574
H 0.0984 5.9858 -6.0189
H 2.4517 6.6612 -6.4246
H 4.3108 5.4996 -5.2958
H 3.9226 3.6511 -3.6994
H 1.6518 1.9571 -2.9472
```

Calculated values
Molecular weight = 1037.340 u
Spin multiplicity = 2
Total charge = +3
Electronic energy = -170295.443 eV

***

(3)
Formula: C33H29FInN4O8P
Source: the OMol25 dataset
Level of theory: ωB97M-V with the def2-TZVPD basis set

Geometry as XYZ:
```
77
Properties=species:S:1:pos:R:3
In -0.4028 0.3785 -0.3197
N -0.4679 4.2491 -0.3499
P 0.2466 2.8877 0.3666
C 0.1360 3.0523 2.1778
C 1.2841 3.4009 2.9048
C 1.2245 3.3711 4.2876
C 0.0910 2.9697 4.9489
C -1.0572 2.5621 4.2406
C -1.0231 2.5556 2.8755
C 2.0367 2.7596 -0.0578
C 2.5140 3.3469 -1.1915
C 3.9175 3.2203 -1.4732
C 4.7545 2.5136 -0.6524
C 4.2143 1.8499 0.4519
C 2.8593 1.9393 0.7306
C -1.7462 4.0684 -0.9534
C -1.9716 4.6981 -2.1939
C -3.1933 4.4088 -2.7879
C -4.1809 3.6295 -2.1178
C -3.7722 3.0521 -0.9131
N -2.5458 3.1789 -0.3966
H 0.0913 4.9590 -0.8099
H 2.1798 3.7399 2.3822
H 2.0848 3.5737 4.8561
H 0.0143 2.9017 6.0815
H -2.0088 2.2998 4.7350
H -1.7798 2.0522 2.2372
H 1.8569 3.7150 -1.9834
H 4.2099 3.7107 -2.4237
H 5.8261 2.4524 -0.8605
H 4.8013 1.1555 1.0455
H 2.4766 1.3118 1.5232
H -1.2752 5.4287 -2.5999
H -3.3958 4.8025 -3.7853
H -5.1613 3.4370 -2.5077
H -4.4076 2.3197 -0.3509
C -4.3258 -1.0716 -1.8246
C -3.0959 -0.9938 -0.9896
O -2.1260 -0.3148 -1.4320
C -3.0681 -1.8140 0.2359
C -4.0269 -2.8443 0.4734
C -3.8352 -3.7112 1.5599
C -3.0352 -3.3636 2.6146
C -2.2967 -2.2140 2.5289
C -2.3102 -1.3755 1.3699
O -1.5737 -0.3017 1.3728
H -4.1750 -0.4334 -2.7067
H -5.1860 -0.8057 -1.1720
H -4.4905 -2.0764 -2.1937
H -4.8464 -2.9571 -0.1955
H -4.3850 -4.6806 1.6053
H -2.9822 -4.0090 3.5312
H -1.7945 -1.8596 3.4151
C 0.8249 -1.0451 -4.1609
O 0.9749 -0.6403 -2.7694
C 0.5592 0.6297 -2.3187
O 0.6612 1.6480 -2.9695
H 1.7964 -1.4800 -4.5019
H 0.4786 -0.2376 -4.9035
H 0.0420 -1.8296 -4.2704
F 3.6424 -5.4499 -2.8609
C 3.3497 -5.4058 -1.5716
C 2.5597 -4.4462 -1.0842
N 2.3505 -4.2371 0.3193
C 1.8959 -2.9594 0.9182
C 1.0022 -2.0183 0.0532
O -0.0110 -2.4880 -0.4993
O 1.3378 -0.8016 0.2933
C 2.9137 -5.1406 1.2216
O 2.6175 -5.1543 2.4268
N 3.7106 -6.1615 0.6194
C 3.9829 -6.3998 -0.7372
O 4.7477 -7.2371 -1.1755
H 1.9594 -3.7718 -1.7037
H 2.6893 -2.3259 1.3417
H 1.2101 -3.2436 1.7649
H 3.8273 -6.9299 1.2587
```

Calculated values
Molecular weight = 774.405 u
Spin multiplicity = 1
Electronic energy = -74212.185 eV

***

Question: What is the molecular weight in the second record?
Answer: 1037.340 u